{
  "formula": "C4H12N2",
  "method": "wB97M-V/def2-TZVPD",
  "species": ["N", "C", "C", "C", "C", "N", "H", "H", "H", "H", "H", "H", "H", "H", "H", "H", "H", "H"],
  "xyz": [[0.605, 3.714, 1.530], [0.073, -1.911, -1.686], [-0.384, -2.166, -0.165], [-1.193, -1.034, 0.347], [-0.443, 0.103, 0.775], [0.507, 0.855, 0.050], [1.507, 3.535, 1.920], [0.382, 2.902, 0.983], [0.014, -2.804, -2.292], [-0.471, -1.043, -2.049], [1.101, -1.547, -1.634], [0.461, -2.524, 0.413], [-1.032, -3.037, -0.290], [-2.215, -0.910, 0.005], [-0.597, 0.541, 1.776], [0.877, -0.132, 0.341], [0.173, 0.959, -0.912], [0.633, 4.499, 0.888]],
  "atomic_forces_ev_per_a": [[-0.762, 0.049, -0.144], [0.619, 1.206, 1.544], [-0.703, -1.287, -2.126], [1.680, 0.557, -0.867], [-2.768, 2.303, 0.754], [-1.485, -1.354, 1.649], [0.642, 0.244, 0.181], [-0.031, -0.140, -0.234], [-0.220, 0.049, -0.081], [-0.398, -0.418, -0.651], [0.133, -0.305, -0.255], [0.087, 0.505, 0.421], [-0.188, 0.127, 0.511], [-0.427, -0.222, 0.861], [0.081, -0.461, 0.021], [2.723, 0.309, -1.407], [0.809, -1.164, -0.421], [0.206, 0.001, 0.244]],
  "mulliken_charge": [-0.70, -0.89, -0.68, -0.29, 0.05, -0.42, 0.24, 0.25, 0.34, 0.29, 0.32, 0.40, 0.32, 0.40, 0.43, 0.35, 0.32, 0.24],
  "s_squared": 0.756,
  "lumo_energy_ha": [-0.25002, -0.26124],
  "e_homo_ev": [-12.92, -12.92],
  "spin_multiplicity": 2,
  "relative_energy_kj_mol": 390.6,
  "charge": 1,
  "total_energy_ha": -268.65210
}

=====

{
  "formula": "C4H12N2",
  "method": "wB97M-V/def2-TZVPD",
  "species": ["C", "C", "C", "C", "N", "N", "H", "H", "H", "H", "H", "H", "H", "H", "H", "H", "H", "H"],
  "xyz": [[-0.105, -0.875, 0.994], [0.467, 0.358, 0.376], [-0.362, 0.833, -0.829], [-1.597, 1.278, -0.708], [0.262, 0.995, -2.208], [0.863, -1.784, 1.686], [-0.906, -0.627, 1.732], [-0.824, -1.633, 0.398], [0.591, 1.123, 1.227], [1.531, 0.331, 0.243], [-2.381, 1.539, -1.583], [-1.952, 1.183, 0.326], [-0.463, 1.527, -2.817], [0.403, 0.019, -2.600], [1.100, 1.510, -1.982], [1.760, -1.797, 1.207], [1.148, -1.317, 2.613], [0.464, -2.662, 1.924]],
  "atomic_forces_ev_per_a": [[-4.164, -2.812, -0.089], [0.247, 1.733, -0.230], [1.669, -1.749, -0.314], [-3.634, 0.929, -0.535], [-1.890, -1.111, 0.257], [1.239, 3.290, 2.214], [1.018, 0.197, 0.122], [2.255, 2.003, 0.140], [-1.161, -0.217, -0.500], [0.598, -0.750, -1.138], [2.144, -0.681, 2.303], [-0.477, 0.537, -0.595], [1.640, -0.518, 0.993], [0.322, 1.600, 0.440], [0.902, 0.372, -1.116], [0.122, -0.802, -0.719], [-0.617, -0.714, -1.163], [-0.212, -1.305, -0.070]],
  "mulliken_charge": [-0.74, -0.72, -0.19, -1.02, -0.41, -0.26, 0.33, 0.13, 0.27, 0.50, 0.23, 0.22, 0.41, 0.56, 0.41, 0.41, 0.48, 0.40],
  "s_squared": 0.753,
  "lumo_energy_ha": [-0.12133, -0.12654],
  "e_homo_ev": [-7.00, -13.48],
  "spin_multiplicity": 2,
  "relative_energy_kj_mol": 342.9,
  "charge": 1,
  "total_energy_ha": -268.67025
}

=====

{
  "formula": "C4H12N2",
  "method": "wB97M-V/def2-TZVPD",
  "species": ["C", "C", "C", "C", "N", "N", "H", "H", "H", "H", "H", "H", "H", "H", "H", "H", "H", "H"],
  "xyz": [[-0.956, -0.578, -0.748], [0.344, -0.892, -1.526], [1.214, -0.389, -0.347], [1.061, 0.732, 0.404], [2.214, 0.877, 1.382], [-3.220, 0.052, 0.324], [-1.134, -1.237, 0.079], [-1.271, 0.443, -0.751], [0.510, -1.956, -1.598], [0.252, -0.372, -2.458], [1.784, -1.204, 0.159], [0.619, 1.694, 0.197], [2.022, 0.554, 2.333], [3.031, 0.337, 0.983], [2.515, 1.843, 1.466], [-3.638, -0.547, -0.386], [-3.645, -0.386, 1.132], [-3.594, 1.003, 0.257]],
  "atomic_forces_ev_per_a": [[1.355, -1.395, -1.205], [-1.116, 0.832, 2.781], [-1.060, -0.275, -0.315], [2.173, -0.391, -0.857], [0.747, -0.713, -0.396], [-1.061, -0.255, 0.452], [-0.428, 0.171, 0.200], [-0.132, 0.093, 0.097], [0.058, -0.138, -0.471], [0.919, 0.337, -0.411], [-0.013, 0.636, -0.582], [-0.381, -0.257, -0.070], [-0.118, -0.137, -0.020], [-0.997, 0.745, 0.862], [0.044, 0.254, -0.080], [0.146, 0.635, -0.497], [0.049, 0.419, 0.617], [-0.186, -0.562, -0.106]],
  "mulliken_charge": [-0.94, -0.40, -0.26, -0.14, -0.35, -0.74, 0.42, 0.47, 0.27, 0.29, 0.23, 0.30, 0.33, 0.39, 0.38, 0.27, 0.23, 0.24],
  "s_squared": 0.764,
  "lumo_energy_ha": [-0.13799, -0.13755],
  "e_homo_ev": [-11.08, -12.81],
  "spin_multiplicity": 2,
  "relative_energy_kj_mol": 216.1,
  "charge": 1,
  "total_energy_ha": -268.71853
}

=====

{
  "formula": "C4H12N2O",
  "method": "wB97M-V/def2-TZVPD",
  "species": ["C", "N", "C", "O", "C", "N", "C", "H", "H", "H", "H", "H", "H", "H", "H", "H", "H", "H", "H"],
  "xyz": [[-0.131, -0.214, -1.379], [-1.303, -0.990, -1.020], [-1.792, -0.736, 0.311], [-1.197, -1.529, 1.326], [1.081, -0.378, -0.444], [0.950, 0.318, 0.824], [0.948, 1.778, 0.699], [0.220, -0.521, -2.368], [-0.409, 0.838, -1.475], [-1.178, -1.982, -1.166], [-2.869, -0.890, 0.374], [-1.584, 0.311, 0.522], [-0.439, -0.998, 1.627], [1.991, -0.114, -0.999], [1.101, -1.443, -0.201], [1.774, 0.065, 1.375], [1.334, 2.223, 1.612], [1.572, 2.127, -0.132], [-0.069, 2.136, 0.514]],
  "atomic_forces_ev_per_a": [[0.711, -0.130, 0.084], [-0.526, 0.288, -0.090], [0.096, 0.048, 0.113], [-0.177, 0.085, 0.136], [-0.581, -0.256, -0.261], [0.386, 0.177, 0.114], [-0.086, -0.274, -0.318], [-0.185, -0.112, -0.119], [-0.013, -0.019, 0.099], [0.133, 0.012, 0.030], [-0.071, -0.238, -0.083], [-0.190, 0.158, -0.033], [0.203, -0.049, -0.104], [0.006, 0.158, 0.139], [0.353, -0.119, -0.087], [-0.065, 0.048, 0.077], [-0.067, 0.065, 0.222], [0.060, 0.015, -0.004], [0.013, 0.146, 0.085]],
  "mulliken_charge": [-0.79, -0.30, -0.45, -0.45, -2.08, 1.39, -3.75, 0.59, 0.37, 0.27, 0.26, 0.08, 0.31, 0.93, 0.18, 0.30, 1.47, 0.43, 0.23],
  "s_squared": 0.750,
  "lumo_energy_ha": [0.15061, 0.14625],
  "e_homo_ev": [1.24, -5.38],
  "spin_multiplicity": 2,
  "relative_energy_kj_mol": 77.8,
  "charge": -1,
  "total_energy_ha": -344.28575
}